# 1
Formula: C3H8N
Source: OMol25
Level of theory: ωB97M-V/def2-TZVPD

Properties
Relative energy (zero: lowest compared OMol25 entry of this formula, charge and spin) ... 386.1 kJ/mol
Net charge ... +1
Gap between HOMO and LUMO ... 6.425 eV
Highest occupied orbital energy ... -14.8 eV

```
12
C3H8N, DFT ωB97M-V/def2-TZVPD
C -1.726 -4.577 -1.848
C -2.925 -4.112 -2.559
C -2.898 -3.845 -3.932
N -1.818 -3.987 -4.606
H -1.726 -4.234 -0.811
H -1.507 -5.647 -1.905
H -0.841 -4.116 -2.303
H -3.864 -4.343 -2.061
H -3.783 -3.602 -4.526
H -1.863 -4.148 -5.614
H 11.758 21.073 14.998
H 11.193 21.537 15.166
```

# 2
Formula: C28H24N4PdS2
Source: OMol25
Level of theory: ωB97M-V/def2-TZVPD

Properties
Relative energy (zero: lowest compared OMol25 entry of this formula, charge and spin) ... 30.8 kJ/mol
Gap between HOMO and LUMO (spin up / spin down) ... 6.136 / 6.135 eV
Highest occupied orbital energy (spin up / spin down) ... -6.5 / -6.5 eV

```
59
C28H24N4PdS2, DFT ωB97M-V/def2-TZVPD
Pd -0.446 -0.483 -0.215
C -2.733 -4.076 -0.112
C -3.933 -3.622 0.420
C -4.102 -2.271 0.653
C -3.077 -1.379 0.343
C -1.854 -1.827 -0.193
C -1.701 -3.198 -0.410
C -3.158 0.060 0.568
C -4.372 0.752 0.819
C -4.365 2.109 0.878
C -3.148 2.816 0.706
C -3.081 4.226 0.722
C -1.886 4.863 0.540
C -0.712 4.107 0.352
C -0.743 2.738 0.344
C -1.974 2.070 0.498
N -2.004 0.704 0.440
H -2.594 -5.137 -0.284
H -4.723 -4.320 0.660
H -5.028 -1.917 1.088
H -0.772 -3.594 -0.796
H -5.288 0.189 0.921
H -5.280 2.665 1.044
H -3.994 4.787 0.878
H -1.834 5.944 0.543
H 0.230 4.615 0.210
H 0.162 2.153 0.218
C -0.266 -1.415 -3.190
C 0.782 -2.086 -2.352
C 1.613 -3.067 -2.941
C 2.546 -3.690 -2.174
C 2.714 -3.327 -0.816
C 3.717 -3.930 -0.029
C 3.880 -3.512 1.262
C 3.072 -2.498 1.784
C 2.064 -1.874 1.068
S 1.131 -0.619 1.831
C 1.874 -2.328 -0.279
N 0.897 -1.768 -1.080
H -0.050 -1.563 -4.247
H -0.308 -0.347 -2.977
H -1.251 -1.832 -2.967
H 1.482 -3.306 -3.986
H 3.190 -4.454 -2.592
H 4.344 -4.694 -0.468
H 4.647 -3.950 1.887
H 3.235 -2.166 2.801
S 2.599 0.868 -1.008
C 2.708 2.239 -0.083
N 2.681 3.534 -0.475
C 2.899 4.452 0.632
C 2.716 3.528 1.857
N 2.814 2.208 1.259
H 2.779 3.767 -1.446
H 2.168 5.261 0.625
H 3.898 4.894 0.604
H 1.743 3.684 2.333
H 3.495 3.681 2.603
H 2.597 1.334 1.732
```

# 3
Formula: C43H84Br22F9NO2PS
Source: OMol25
Level of theory: ωB97M-V/def2-TZVPD

Properties
Net charge ... +1
Gap between HOMO and LUMO ... 6.617 eV
Highest occupied orbital energy ... -10.6 eV

```
163
C43H84Br22F9NO2PS, DFT ωB97M-V/def2-TZVPD
C 5.393 1.490 3.317
O 4.673 1.005 2.100
C 3.705 2.009 1.632
C 4.352 2.696 0.271
C 3.306 3.663 -0.543
C 1.807 3.018 -0.706
C 0.737 3.512 0.477
C -0.465 2.369 0.597
C -0.970 2.103 2.134
C -0.179 0.896 2.923
C -1.201 -0.340 3.377
P -0.306 -2.029 3.576
C -1.496 -3.515 3.800
C -3.015 -3.260 3.225
C -3.534 -4.385 2.149
C -3.172 -3.980 0.583
N -4.188 -3.062 -0.065
C -4.331 -3.394 -1.536
C -3.768 -1.607 -0.026
C -4.864 -0.414 0.387
O -2.538 -1.171 -0.353
C 0.985 -2.250 2.175
C 0.969 -3.720 1.451
C 2.173 -4.744 2.000
F 1.409 -5.962 2.474
F 2.851 -4.232 3.223
C 3.165 -5.285 0.824
F 3.700 -6.615 1.301
F 2.450 -5.612 -0.465
S 4.640 -4.233 0.413
F 3.932 -2.766 0.929
F 3.937 -3.959 -1.166
F 5.407 -5.631 -0.237
F 5.447 -4.526 1.894
F 6.014 -3.325 -0.087
H 4.645 1.744 4.189
H 6.041 2.405 2.974
H 6.078 0.601 3.704
H 2.693 1.435 1.429
H 3.468 2.823 2.461
H 4.835 1.885 -0.442
H 5.246 3.393 0.644
H 3.748 3.803 -1.640
H 3.297 4.734 -0.052
H 1.425 3.303 -1.798
H 1.917 1.841 -0.643
H 1.260 3.704 1.509
H 0.325 4.566 0.104
H -1.386 2.830 -0.003
H -0.167 1.393 0.020
H -0.816 3.116 2.727
H -2.139 1.926 2.100
H 0.763 0.527 2.335
H 0.215 1.367 3.937
H -1.627 -0.059 4.451
H -2.060 -0.341 2.568
H 0.453 -1.934 4.830
H -1.059 -4.541 3.402
H -1.610 -3.667 4.979
H -3.171 -2.210 2.727
H -3.762 -3.292 4.153
H -4.713 -4.481 2.300
H -3.058 -5.425 2.437
H -2.058 -3.588 0.521
H -3.193 -5.005 -0.025
H -5.277 -2.835 -1.990
H -4.415 -4.542 -1.769
H -3.382 -2.985 -2.106
H -4.835 0.370 -0.495
H -5.973 -0.848 0.422
H -4.588 0.084 1.433
H 2.032 -1.899 2.569
H 0.681 -1.463 1.330
H -0.092 -4.252 1.468
H 1.187 -3.519 0.294
Br -3.759 3.402 1.652
C -5.294 2.966 2.774
C -4.937 3.033 4.241
Br -3.915 1.465 4.791
H -5.651 1.982 2.458
H -6.049 3.718 2.526
H -5.840 3.015 4.858
H -4.341 3.911 4.502
Br 0.016 -7.258 4.248
C -1.423 -7.861 5.418
C -2.771 -7.699 4.755
Br -3.349 -5.836 4.775
H -1.329 -7.303 6.353
H -1.211 -8.917 5.608
H -3.541 -8.241 5.311
H -2.784 -8.026 3.712
Br -5.286 -8.014 -1.335
C -7.178 -7.569 -1.171
C -7.367 -6.171 -0.630
Br -7.044 -6.108 1.293
H -7.635 -8.341 -0.547
H -7.577 -7.645 -2.187
H -8.403 -5.846 -0.755
H -6.702 -5.434 -1.089
Br -9.817 0.036 2.429
C -8.598 -0.449 3.872
C -7.261 -0.900 3.332
Br -7.363 -2.715 2.623
H -9.102 -1.209 4.475
H -8.485 0.463 4.466
H -6.519 -0.949 4.133
H -6.881 -0.264 2.528
Br 1.668 3.409 5.762
C 1.715 1.864 6.952
C 2.893 0.970 6.641
Br 2.565 -0.099 5.043
H 0.750 1.360 6.859
H 1.805 2.284 7.958
H 3.045 0.242 7.443
H 3.823 1.519 6.473
Br -1.003 7.868 0.702
C -2.538 7.431 1.823
C -2.181 7.498 3.290
Br -1.159 5.931 3.840
H -2.895 6.447 1.508
H -3.293 8.183 1.576
H -3.083 7.480 3.907
H -1.584 8.376 3.552
Br -1.895 -6.288 -0.553
C -0.709 -6.873 -1.987
C -1.230 -8.126 -2.651
Br -0.898 -9.700 -1.548
H 0.286 -6.994 -1.549
H -0.689 -6.040 -2.696
H -0.696 -8.317 -3.586
H -2.305 -8.096 -2.851
Br 4.405 6.491 -2.928
C 5.591 5.906 -4.361
C 5.070 4.653 -5.026
Br 5.402 3.079 -3.923
H 6.586 5.784 -3.924
H 5.611 6.738 -5.071
H 5.604 4.462 -5.961
H 3.995 4.682 -5.226
Br 7.126 8.995 -4.330
C 8.089 9.493 -5.951
C 7.358 9.024 -7.188
Br 7.600 7.109 -7.467
H 9.098 9.084 -5.862
H 8.141 10.586 -5.926
H 7.772 9.496 -8.083
H 6.280 9.208 -7.151
Br 6.941 3.950 -8.208
C 6.285 2.403 -9.199
C 4.831 2.132 -8.891
Br 4.626 1.276 -7.150
H 6.944 1.565 -8.956
H 6.413 2.667 -10.253
H 4.411 1.421 -9.608
H 4.214 3.035 -8.877
Br 2.643 4.766 -9.238
C 1.653 4.385 -10.875
C 0.365 3.653 -10.578
Br 0.698 1.773 -10.178
H 2.327 3.830 -11.534
H 1.446 5.365 -11.316
H -0.285 3.645 -11.457
H -0.184 4.068 -9.729
```